# 1
54
Properties=species:S:1:pos:R:3:forces:R:3 method="wB97M-V/def2-TZVPD" de_lowest_kj_mol=72.9 e_homo_ev="-6.901 / -9.421" multiplicity=2 s2=0.771 gap_ev="5.969 / 8.570" lumo_ha="-0.034 / -0.031"
Ti -0.9804 0.2802 -0.0065 -0.0588 1.8958 -0.3282
C -1.1316 2.2206 2.6355 -0.0028 0.0310 -0.0313
O -1.4777 2.1346 1.2561 0.0220 -0.0125 0.0726
C -1.3446 3.3789 0.5696 0.0199 0.0231 -0.0052
C -1.6211 3.1096 -0.8892 -0.0041 -0.0125 -0.0038
O -0.7667 2.0547 -1.3594 0.0433 0.0184 -0.1242
C 0.3294 2.4846 -2.1886 -0.0666 -0.0605 0.0815
C 0.8384 1.3214 -3.0144 -0.0294 0.0388 -0.0151
O 1.5713 0.3709 -2.2869 0.0425 -0.0142 0.0403
C 2.9136 0.7489 -2.0554 -0.0481 -0.0597 0.0112
H -1.8371 2.8760 3.1502 -0.0096 -0.0036 0.0119
H -1.1980 1.2160 3.0450 -0.0027 0.0025 0.0131
H -0.1176 2.6099 2.7530 -0.0242 -0.0002 0.0053
H -2.0730 4.0942 0.9649 -0.0181 -0.0007 -0.0110
H -0.3308 3.7595 0.7127 -0.0146 -0.0197 0.0132
H -2.6426 2.7657 -1.0348 -0.0020 -0.0174 0.0183
H -1.4470 4.0135 -1.4743 -0.0103 0.0026 -0.0001
H -0.0566 3.2448 -2.8730 0.0324 0.0243 0.0105
H 1.1054 2.9186 -1.5553 0.0313 0.0076 0.0143
H -0.0169 0.7966 -3.4443 -0.0091 0.0009 0.0108
H 1.4389 1.7286 -3.8397 0.0104 0.0025 0.0083
H 3.4565 0.8488 -3.0024 0.0037 0.0237 0.0039
H 2.9904 1.6869 -1.4988 -0.0009 0.0382 0.0343
H 3.3697 -0.0452 -1.4675 -0.0053 0.0133 0.0049
O -1.4280 -0.8883 1.3755 -0.7659 -1.7277 0.6408
C -2.0442 -2.0095 1.2076 0.6424 1.1015 0.2888
C -2.1317 -2.6804 -0.0391 -0.2494 -0.4377 -0.3897
C -2.8635 -3.8795 -0.1243 0.0827 0.1029 0.0475
C -2.9774 -4.5201 -1.3297 0.1004 -0.2892 0.1368
C -2.3880 -4.0361 -2.4977 0.1946 0.2710 0.0737
C -1.6483 -2.8754 -2.4295 -0.1642 -0.3866 -0.2148
C -1.5040 -2.1981 -1.2193 0.5625 0.7258 0.3280
O -0.7490 -1.1046 -1.1759 -0.3975 -1.3385 -0.7825
N -3.7553 -5.7667 -1.3927 -0.8420 0.5739 -0.1749
O -3.9216 -6.2678 -2.4870 0.3094 -0.2042 0.0244
O -4.2925 -6.1507 -0.3725 0.2907 -0.2027 0.1026
H -2.4875 -2.4511 2.0958 -0.0513 -0.0909 0.0038
H -3.3413 -4.2975 0.7506 -0.0087 -0.0136 0.0019
H -2.5140 -4.5743 -3.4244 -0.0106 -0.0201 -0.0020
H -1.1580 -2.4725 -3.3044 0.0046 0.0266 0.0202
F -2.7402 0.5286 -0.4835 -0.2987 -0.0561 -0.1325
Br 3.6768 -2.8069 3.6645 -0.0007 -0.0278 0.0038
C 3.6558 -0.9880 3.1582 0.0040 0.0536 -0.0235
C 4.6479 -0.1344 3.6212 0.0003 -0.0420 0.0115
N 4.6900 1.1555 3.3062 0.0109 -0.0003 -0.0061
C 3.7338 1.6315 2.5145 -0.0199 -0.0083 0.0069
C 2.7037 0.8497 2.0049 -0.0032 0.0551 0.0689
C 2.6628 -0.4984 2.3329 0.0251 0.0116 0.0238
C 1.6563 1.4733 1.1291 0.0639 -0.2579 -0.3762
O 1.6835 2.6670 0.8689 0.0131 0.0575 0.0671
O 0.7836 0.6347 0.6692 0.6051 0.1918 0.4197
H 5.4315 -0.5114 4.2679 0.0010 0.0084 0.0012
H 3.7731 2.6846 2.2653 0.0012 -0.0048 -0.0015
H 1.8742 -1.1319 1.9512 0.0012 0.0066 -0.0033

---

# 2
45
Properties=species:S:1:pos:R:3:forces:R:3 method="wB97M-V/def2-TZVPD" de_lowest_kj_mol=6.2 e_homo_ev=-8.837 smiles="CC(C)CNC(=O)c1cccc(NC(=O)Cc2ccc(Br)cc2)c1" gap_ev=9.131 lumo_ha=0.011
C 2.2005 4.4057 -7.9776 0.0402 -0.0280 0.2996
C 1.9299 4.0156 -6.5275 -0.0981 -0.1829 -0.1349
C 0.4687 4.2770 -6.1679 0.3229 0.0159 0.0375
C 2.2994 2.5396 -6.3178 0.2216 0.2844 -0.1133
N 2.2176 2.1244 -4.9374 -0.3950 -0.0358 -0.0993
C 3.3132 2.0485 -4.1418 -0.1968 -0.1108 0.0214
O 4.4419 2.2345 -4.5496 0.2377 0.1343 0.0183
C 3.0217 1.7005 -2.7172 0.1058 -0.0884 0.3400
C 3.8111 2.2711 -1.7242 0.0213 0.0300 -0.1316
C 3.5733 1.9685 -0.3964 -0.0097 0.0160 -0.2010
C 2.5694 1.0859 -0.0396 -0.0730 -0.1004 0.1700
C 1.7932 0.4895 -1.0292 0.2283 0.2297 0.0728
N 0.7780 -0.4348 -0.7473 -0.0388 -0.0349 -0.4397
C 0.3507 -0.8946 0.4635 -0.3464 -0.2618 -0.3373
O 0.7905 -0.5444 1.5309 0.1441 0.0870 0.1886
C -0.7590 -1.9443 0.3162 0.0918 0.0878 0.3430
C -1.5195 -2.0936 1.6004 -0.0659 -0.0324 -0.0412
C -0.9080 -2.6714 2.7067 -0.1371 0.0152 -0.0595
C -1.5796 -2.7772 3.9102 -0.0448 -0.0273 0.0741
C -2.8761 -2.3020 4.0012 -0.1659 0.0148 0.1500
Br -3.8166 -2.4538 5.6522 0.1114 0.0179 -0.1820
C -3.5050 -1.7210 2.9147 -0.0673 -0.0147 0.2039
C -2.8175 -1.6152 1.7192 0.1618 -0.0888 -0.0394
C 2.0192 0.8068 -2.3663 0.0697 0.0885 0.0437
H 1.9675 5.4554 -8.1383 -0.0251 0.0966 -0.0795
H 1.5873 3.8108 -8.6515 -0.0786 -0.0606 -0.1330
H 3.2456 4.2436 -8.2286 0.1170 -0.0066 -0.0970
H 2.5693 4.6174 -5.8733 0.0144 -0.0596 -0.0012
H 0.2798 4.0823 -5.1141 -0.0977 0.0014 0.1127
H -0.1883 3.6456 -6.7638 -0.1162 -0.0721 -0.0849
H 0.2135 5.3154 -6.3653 -0.0943 0.0948 0.0184
H 3.3350 2.3764 -6.6245 -0.1464 -0.0458 -0.0529
H 1.6422 1.9031 -6.9193 0.0486 0.0381 -0.0467
H 1.3040 2.0998 -4.5150 0.1448 -0.0105 0.1073
H 4.6021 2.9454 -2.0131 0.0818 0.0502 -0.0359
H 4.1790 2.4184 0.3753 0.0427 0.0429 0.0726
H 2.3892 0.8476 0.9947 -0.0095 -0.0105 0.0118
H 0.3311 -0.8203 -1.5682 -0.0055 0.0157 0.2537
H -1.4317 -1.6647 -0.4965 0.0498 -0.0635 -0.0326
H -0.2707 -2.8884 0.0568 -0.0363 0.0232 -0.0947
H 0.1055 -3.0329 2.6298 0.1170 -0.0310 -0.0015
H -1.1015 -3.2226 4.7689 0.0196 -0.0298 0.0603
H -4.5154 -1.3522 3.0024 -0.0622 0.0135 0.0209
H -3.3040 -1.1552 0.8710 -0.0347 0.0422 -0.0997
H 1.4286 0.3227 -3.1336 -0.0473 -0.0440 -0.0820

---

# 3
45
Properties=species:S:1:pos:R:3:forces:R:3 method="wB97M-V/def2-TZVPD" de_lowest_kj_mol=0.0 e_homo_ev=-7.508 smiles=Cn1c(CN2CCN(c3ccc(Cl)cc3)CC2)nc2ccccc21 gap_ev=8.178 lumo_ha=0.025
C -0.1440 -1.9763 1.7819 0.1798 0.0252 0.4228
N -0.6972 -1.5628 0.5247 -0.1620 0.1520 -0.2769
C -1.3440 -0.3847 0.2407 -0.0219 -0.1570 -0.0823
C -1.5429 0.6178 1.3285 -0.2273 0.0886 0.3347
N -1.7781 2.0192 0.9871 0.0813 -0.1365 -0.0764
C -1.5449 2.4944 -0.3661 -0.0734 0.1506 -0.2577
C -0.1258 3.0923 -0.5193 -0.1324 -0.0426 -0.0277
N 0.7732 2.5142 0.4559 -0.0627 0.2972 0.0081
C 1.4221 1.3249 0.2180 0.3393 -0.2886 -0.0671
C 2.3245 0.7974 1.1555 -0.1082 0.0809 0.0906
C 2.9713 -0.4032 0.9405 -0.0281 -0.1467 -0.1708
C 2.7499 -1.1058 -0.2314 -0.0290 0.1346 0.0369
Cl 3.5154 -2.6404 -0.4823 0.1075 -0.1914 -0.0257
C 1.9153 -0.5814 -1.2034 0.1665 -0.0659 0.1002
C 1.2638 0.6137 -0.9816 0.0148 0.1825 -0.0042
C 0.3981 2.9295 1.7935 -0.0312 0.0435 0.1427
C -1.1535 2.9167 1.9328 -0.0708 0.0013 0.0374
N -1.7542 -0.3206 -0.9940 -0.3663 0.2691 -0.0118
C -1.3480 -1.4840 -1.5933 0.3440 -0.4699 0.4582
C -1.4951 -1.9161 -2.9056 0.0422 0.0165 0.0820
C -0.9585 -3.1422 -3.2365 -0.0356 -0.0004 -0.2191
C -0.2920 -3.9275 -2.2938 0.0674 -0.1046 0.0551
C -0.1395 -3.5167 -0.9851 0.0913 -0.1089 0.1639
C -0.6727 -2.2838 -0.6447 -0.3394 0.1344 -0.5731
H 0.6768 -1.3193 2.0812 -0.0588 -0.0836 -0.0115
H 0.2467 -2.9858 1.6761 -0.0169 0.0260 0.0335
H -0.9102 -1.9739 2.5610 0.0577 -0.0551 -0.0206
H -2.4206 0.2896 1.9125 0.2378 -0.1255 0.0305
H -0.6717 0.5278 1.9915 -0.0431 -0.0196 -0.0041
H -1.7135 1.6667 -1.0520 0.0199 0.3395 0.0177
H -2.2907 3.2715 -0.5705 0.0589 0.0118 -0.0969
H -0.1464 4.1695 -0.3200 0.0265 -0.0413 -0.0924
H 0.2641 2.9538 -1.5258 -0.0120 0.0876 -0.0023
H 2.5459 1.3368 2.0637 0.0074 0.0660 0.0393
H 3.6504 -0.7914 1.6842 0.0708 -0.0452 0.0510
H 1.7556 -1.1164 -2.1266 -0.0264 -0.0858 -0.0883
H 0.6025 0.9713 -1.7520 -0.1135 0.0483 -0.0410
H 0.7795 3.9411 1.9808 -0.0208 -0.0733 0.1202
H 0.8398 2.2628 2.5316 0.0215 0.0452 -0.0631
H -1.4366 2.6311 2.9480 0.0115 0.1075 0.0314
H -1.5572 3.9136 1.7403 0.0150 0.0200 0.0919
H -2.0095 -1.3047 -3.6297 -0.0713 0.0737 -0.0885
H -1.0509 -3.5086 -4.2484 -0.0129 -0.0245 -0.0793
H 0.1170 -4.8794 -2.5985 0.0361 -0.0731 -0.0096
H 0.3858 -4.1310 -0.2692 0.0666 -0.0625 0.0424

---

# 4
69
Properties=species:S:1:pos:R:3:forces:R:3 method="wB97M-V/def2-TZVPD" e_homo_ev=-2.305 total_charge=-1 gap_ev=4.279 lumo_ha=0.073
N -0.3362 2.2615 -0.4934 -0.0545 -0.6444 0.3813
C -1.2940 1.1807 -0.7434 -0.2405 -0.7731 -1.0864
C -1.0490 0.5486 -2.1838 -0.6747 -0.2298 0.1171
C -0.5882 -0.9702 -2.1291 0.6944 0.9529 0.2500
C 0.7892 -1.2252 -1.4033 -1.5152 -0.7168 0.3966
I 2.4228 -0.2008 -2.4533 -0.0023 0.2032 -0.0482
H -0.3832 2.9925 -1.1916 -0.1070 -0.0447 0.2191
H -0.3862 2.6225 0.4526 -0.1229 0.2122 -0.2655
H -1.1804 0.3519 0.0023 0.1927 0.7714 -0.4257
H -2.3666 1.4990 -0.6988 0.7201 -0.1559 0.1107
H -2.0192 0.6087 -2.7546 0.7421 0.0351 0.3729
H -0.2993 1.1598 -2.7469 -0.4648 -0.5069 0.5346
H -0.5967 -1.3916 -3.1690 0.1631 0.3800 0.7581
H -1.3872 -1.5334 -1.5762 0.6822 0.3192 -0.1880
H 0.7500 -0.7348 -0.3862 0.1667 -0.0253 -0.9502
C -6.7693 3.9065 1.1966 0.3558 -0.0010 0.6288
C -7.7733 4.1598 0.0434 0.7964 0.5960 0.1180
C -8.0147 3.0259 -0.9618 -0.5530 -0.3308 -0.2454
F -6.9152 2.6636 -1.6322 0.5144 0.1373 0.1404
F -8.9152 3.4276 -1.8948 -0.1313 0.2274 0.2063
F -7.4246 5.2983 -0.5931 0.0150 -0.1163 -0.2165
F -8.9775 4.4097 0.6363 -0.0943 -0.3604 0.0281
O -5.4258 4.4045 1.0764 -0.2220 -0.3028 -1.0907
C -4.4406 3.6569 0.4092 -0.9503 -0.1182 1.1933
C -3.9300 4.3517 -0.8592 0.4476 0.3785 -0.3744
F -4.9225 4.6129 -1.7299 -0.4050 -0.1080 0.1165
F -3.0392 3.5642 -1.4922 -0.0865 -0.0320 0.1665
F -4.8793 2.4100 0.1893 -0.0511 -0.0936 -0.4806
F -3.4144 3.5415 1.2706 0.2659 0.2617 -0.1526
H -7.1656 4.4715 2.0422 -0.0010 0.1078 -0.1865
H -6.7793 2.8669 1.5262 0.0373 -0.0963 -0.3289
H -8.4227 2.1436 -0.4614 0.0016 0.0622 0.1634
H -3.4457 5.2989 -0.6104 -0.0138 -0.0586 0.2387
C -0.0746 -0.0339 3.1355 -0.1287 -0.3653 -0.4530
C 0.1026 1.1099 4.1652 -0.7661 -0.6171 -0.1069
C 1.4214 1.1747 4.9457 0.4776 0.5354 0.0218
F 1.6528 0.0890 5.6982 -0.2469 -0.4215 -0.0113
F 1.3967 2.2311 5.8013 -0.2176 0.1222 -0.1559
F -0.9527 1.1014 5.0130 0.1451 0.0128 0.2123
F 0.0130 2.2744 3.4612 0.3623 0.0176 -0.0274
O -0.8233 -1.1941 3.5499 0.5249 0.0800 1.0783
C -0.2063 -2.2377 4.2523 0.0578 0.9839 -1.5925
C -0.7615 -2.3952 5.6731 -0.4073 -0.1655 0.3531
F -0.6376 -1.2695 6.3974 0.1679 0.2387 -0.1244
F -0.0925 -3.3701 6.3333 0.1260 -0.1175 -0.2146
F 1.1254 -2.0984 4.2202 0.2027 0.0034 0.4889
F -0.4783 -3.3645 3.5683 -0.2815 -0.2418 0.2995
H -0.6843 0.3834 2.3319 -0.0529 0.0356 0.1867
H 0.8644 -0.3080 2.6532 0.1082 -0.0548 0.2584
H 2.2668 1.3135 4.2672 -0.0994 -0.0118 -0.1467
H -1.8210 -2.6585 5.6415 0.0295 -0.0479 -0.2100
C 5.5969 -2.5149 -3.3962 -0.1058 0.4514 0.3385
C 5.4778 -3.5373 -4.5537 0.7356 0.5930 0.2342
C 4.9962 -4.9524 -4.2107 -0.6113 -0.3145 -0.2457
F 5.8009 -5.5997 -3.3522 0.3973 0.1878 0.2561
F 4.9581 -5.7111 -5.3397 0.0210 0.2260 -0.1536
F 6.6568 -3.5811 -5.2228 0.0667 -0.2871 0.0019
F 4.5680 -3.0237 -5.4257 -0.2064 -0.2118 0.1662
O 6.9009 -2.2845 -2.8161 0.3518 -1.2405 -0.0441
C 7.3971 -3.1127 -1.8030 -1.5028 1.1385 -0.6401
C 8.6434 -3.8914 -2.2414 0.5323 -0.0032 -0.1178
F 8.4172 -4.6478 -3.3283 -0.3154 -0.0277 -0.1049
F 9.0494 -4.7247 -1.2528 -0.1303 0.0990 0.2190
F 6.4263 -3.9007 -1.3255 0.1572 -0.5228 0.0068
F 7.7475 -2.2973 -0.7867 0.4852 -0.0341 0.0557
H 5.3466 -1.5497 -3.8382 0.0725 -0.1177 -0.0402
H 4.8372 -2.6707 -2.6301 0.0576 -0.1943 0.0016
H 3.9880 -4.9267 -3.7901 -0.0006 0.1911 0.0036
H 9.4596 -3.2042 -2.4757 -0.1112 0.1506 0.1056